Entry from the OMol25 dataset: a molecular structure, C4H6NO in a non-equilibrium geometry (ωB97M-V with the def2-TZVPD basis set).

Summary:
- E_HOMO: -15.7 eV
- Relative energy (zero: lowest compared OMol25 entry of this formula, charge and spin): 242.0 kJ/mol
- Charge: +1

Geometry as XYZ:
```
12
Properties=species:S:1:pos:R:3:forces:R:3:lowdin_charge:R:1
C -1.3161 0.8486 -0.6457 -0.52 0.04 -1.47 0.076
C -1.3067 -0.6933 0.6878 2.12 -4.94 5.89 0.079
C -2.4485 0.0146 0.0877 0.75 0.53 -1.66 -0.294
C 1.0184 -0.3185 -0.0409 1.01 -0.63 -1.56 0.026
N -0.3809 -0.1923 -0.0101 -2.99 1.98 -1.11 -0.086
O -3.5915 -0.1892 -0.0453 -0.57 0.25 0.32 0.243
H -1.3036 0.9606 -1.7547 0.02 -0.66 0.75 0.154
H -1.2048 1.8365 -0.2475 0.40 0.45 0.62 0.129
H -0.9853 -1.5077 1.7329 -1.46 2.44 -3.58 0.274
H 1.3107 0.3022 0.7767 1.08 0.37 0.50 0.113
H 1.2449 -1.3990 0.1291 0.29 1.03 -0.25 0.135
H 1.3679 0.1034 -1.0438 -0.14 -0.85 1.55 0.150
```
Forces are in eV/Å.

Entry from the OMol25 dataset: a gas-phase ion, C4H6NO (charge +1) in a non-equilibrium geometry (ωB97M-V with the def2-TZVPD basis set).

Summary:
- E_HOMO: -15.9 eV
- Relative energy (zero: lowest compared OMol25 entry of this formula, charge and spin): 246.0 kJ/mol
- Charge: +1
- Structure (SMILES): Cc1c(=O)[n+]1C

Geometry as XYZ:
```
12
Properties=species:S:1:pos:R:3:forces:R:3:lowdin_charge:R:1
C 0.3395 0.7163 0.0520 2.02 -0.37 -0.92 0.005
C 1.6607 0.2025 -0.1889 5.69 1.57 0.18 -0.201
C -0.6101 1.7824 0.1407 -2.00 -2.46 -0.48 0.073
C -0.2978 -1.7955 -0.0576 -2.32 -1.43 0.03 0.041
N 0.5274 -0.5791 0.0263 -1.69 -0.97 -0.52 0.147
O 2.8828 0.2898 -0.3172 -5.13 -0.86 0.22 0.188
H -0.4164 2.6397 -0.4301 1.00 1.43 -0.06 0.105
H -0.8023 1.8164 1.1947 -0.23 0.98 0.84 0.131
H -1.5338 1.3790 -0.3017 -0.15 0.05 0.28 0.127
H -0.2585 -2.3819 -1.0512 0.38 1.48 1.40 0.148
H -1.3934 -1.5513 0.1891 1.63 0.21 -0.78 0.130
H -0.0981 -2.5182 0.7439 0.80 0.37 -0.19 0.106
```
Forces are in eV/Å.

Entry from the OMol25 dataset: 2 unconnected molecules or ions with the total composition C4H6NO2S in a non-equilibrium geometry (ωB97M-V with the def2-TZVPD basis set).

Summary:
- Spin multiplicity: 3
- E_HOMO (spin up / spin down): -12.1 / -16.5 eV
- Relative energy (zero: lowest compared OMol25 entry of this formula, charge and spin): 403.7 kJ/mol
- Charge: +1
- ⟨S²⟩: 2.008

Geometry as XYZ:
```
14
Properties=species:S:1:pos:R:3:forces:R:3:mulliken_spin:R:1
C 2.6025 2.5973 -0.1903 -1.57 -0.73 -0.40 0.001
C -0.4160 0.2493 -0.2871 -1.52 -2.02 0.81 0.095
C -1.0381 -1.1177 -0.2699 -3.20 1.44 -3.31 0.312
C 0.1961 -0.8088 0.6517 4.08 1.22 -1.26 0.485
N 2.2270 1.5467 0.0987 0.78 0.60 0.09 0.010
O 1.8790 -1.4992 -1.3723 0.83 1.67 -3.49 0.169
O 2.5816 -2.0798 0.9979 1.53 0.91 1.63 0.258
S 1.6849 -1.5770 0.0101 -2.37 -3.59 1.60 0.558
H 2.5407 3.5709 -0.6483 0.77 0.02 0.34 0.000
H 0.2865 0.4543 -1.0235 1.38 -0.29 -1.56 0.024
H -0.8034 1.1779 0.0704 -1.00 0.04 1.16 0.032
H -1.9575 -1.2226 0.3295 0.64 -0.16 -0.09 0.005
H -0.9542 -1.8230 -1.1879 0.58 0.93 1.94 0.028
H 0.2259 -1.1420 1.6260 -0.93 -0.02 2.54 0.022
```
Forces are in eV/Å.

Entry from the OMol25 dataset: a gas-phase ion, C4H6NO2S2 (charge -1) in a non-equilibrium geometry (ωB97M-V with the def2-TZVPD basis set).

Summary:
- E_HOMO: -3.5 eV
- Relative energy (zero: lowest compared OMol25 entry of this formula, charge and spin): 143.2 kJ/mol
- Charge: -1

Geometry as XYZ:
```
15
Properties=species:S:1:pos:R:3:forces:R:3:lowdin_charge:R:1
C 1.4261 0.5670 0.2623 -1.38 -3.17 -0.27 -0.100
C 0.9815 -1.2363 0.4288 1.69 3.27 -0.19 -0.680
C -0.6454 0.7322 1.0720 -3.41 0.96 1.98 -0.658
C -1.7321 0.8166 -0.1255 -1.40 1.60 2.21 -0.122
N 0.5588 1.3614 0.6779 -0.18 -0.16 -0.28 -0.033
O -0.2180 -0.9190 -2.0134 0.57 -0.49 0.62 -0.576
O 2.1861 -1.5473 -1.7191 -0.54 -0.30 -0.18 -0.606
S -0.3526 -1.0466 1.5958 0.28 0.45 -0.46 0.764
S 0.7542 -1.8555 -1.3469 0.56 0.59 -0.23 0.605
H 2.1665 0.9382 -0.4036 1.21 -0.22 -0.10 0.081
H 1.9265 -1.7131 0.8091 -1.17 0.25 -0.21 0.049
H -1.0886 1.3072 2.0381 0.90 -1.44 -2.10 0.117
H -2.2650 1.8955 -0.1280 1.04 -2.43 0.21 0.096
H -2.4931 -0.0341 -0.1255 1.01 1.30 0.42 0.076
H -1.2047 0.7336 -1.0221 0.84 -0.22 -1.43 -0.011
```
Forces are in eV/Å.

Entry from the OMol25 dataset: a molecular structure, C4H6NO2Tl (ωB97M-V with the def2-TZVPD basis set).

Summary:
- E_HOMO: -7.0 eV
- Charge: 0

Geometry as XYZ:
```
14
Properties=species:S:1:pos:R:3:forces:R:3:lowdin_charge:R:1
Tl -1.4108 -0.6505 -1.4500 -0.07 -0.11 -0.15 0.690
C -0.8645 -0.5073 3.7730 -0.04 -0.01 -0.14 -0.042
C -0.9624 -0.5127 2.3147 0.14 -0.01 0.38 -0.211
N -1.0116 -0.5191 1.1721 -0.04 0.05 0.01 0.075
H -0.2408 0.3225 4.0974 0.01 0.02 -0.03 0.089
H -0.4192 -1.4394 4.1141 0.01 -0.02 -0.03 0.090
H -1.8554 -0.4034 4.2088 -0.02 0.00 0.00 0.087
C 0.7635 1.1466 -3.1622 0.08 0.01 0.03 -0.171
O 1.6434 0.2918 -2.4559 0.05 0.13 -0.09 -0.162
C 1.0137 -0.5650 -1.5559 -0.50 0.36 -0.37 -0.623
O 1.7170 -1.3285 -0.9642 0.33 -0.36 0.36 -0.032
H 1.3711 1.7819 -3.8015 0.04 0.00 0.01 0.086
H 0.1874 1.7918 -2.4913 0.01 0.00 0.05 0.066
H 0.0686 0.5913 -3.7991 0.01 -0.06 -0.02 0.059
```
Forces are in eV/Å.

Entry from the OMol25 dataset: a gas-phase ion, C4H6NO3 (charge -1) in a non-equilibrium geometry (ωB97M-V with the def2-TZVPD basis set).

Summary:
- E_HOMO: -4.0 eV
- Relative energy (zero: lowest compared OMol25 entry of this formula, charge and spin): 122.7 kJ/mol
- Charge: -1
- Structure (SMILES): O=CCCNC(=O)[O-]

Geometry as XYZ:
```
14
Properties=species:S:1:pos:R:3:forces:R:3:lowdin_charge:R:1
C -0.7389 -0.0799 1.2416 0.14 0.58 0.42 -0.270
C -1.1645 1.1116 0.3751 0.44 0.53 -0.01 -0.156
C -1.2640 0.8214 -1.1007 -0.07 0.19 0.19 -0.265
O -1.6816 1.6320 -1.8943 -0.05 -0.18 -0.14 0.011
N 0.6854 -0.2636 1.3785 0.96 -0.73 -0.42 -0.016
C 1.2757 -0.9551 0.1604 -0.84 0.48 0.66 -0.797
O 1.7917 -0.1650 -0.6523 0.44 -0.08 -0.17 -0.079
O 1.0868 -2.1741 0.1336 0.04 -0.22 -0.31 -0.062
H -1.1669 0.0597 2.2390 -0.22 -0.10 0.01 0.092
H -1.1281 -1.0039 0.8225 -0.18 -0.21 0.07 0.107
H -2.0579 1.6368 0.7345 -0.26 -0.41 -0.21 0.107
H -0.4105 1.9137 0.4443 0.09 -0.30 -0.01 0.121
H -0.9137 -0.1812 -1.4163 -0.02 0.11 -0.06 0.126
H 1.2140 0.5977 1.4380 -0.48 0.33 -0.03 0.080
```
Forces are in eV/Å.

Entry from the OMol25 dataset: 2 unconnected molecules or ions with the total composition C4H6NO3 in a non-equilibrium geometry (ωB97M-V with the def2-TZVPD basis set).

Summary:
- Spin multiplicity: 2
- E_HOMO (spin up / spin down): 1.4 / 0.2 eV
- Relative energy (zero: lowest compared OMol25 entry of this formula, charge and spin): 119.9 kJ/mol
- Charge: -2
- ⟨S²⟩: 0.757

Geometry as XYZ:
```
14
Properties=species:S:1:pos:R:3:forces:R:3:mulliken_spin:R:1
O -2.5858 -0.5343 1.1605 -0.27 -0.16 -0.11 0.029
C -2.4049 0.2728 0.1836 0.27 0.07 -0.51 0.041
C -1.5078 0.0451 -0.9630 -0.06 -0.27 0.25 0.509
C -0.7096 0.9665 -0.1367 -0.95 -0.73 -0.05 0.315
C 3.4138 0.1244 0.5934 0.04 -0.65 0.09 -0.002
O 3.1595 1.3357 0.5467 0.25 0.31 -0.05 0.002
O 4.3829 -0.5394 0.1446 0.20 0.26 -0.10 0.000
N -1.0378 -1.2754 -1.1611 -0.03 -0.38 -0.37 0.002
H -3.1714 1.0400 -0.0388 0.28 0.43 0.38 0.008
H 2.6627 -0.5217 1.1286 -0.21 0.10 0.08 0.001
H -0.5659 2.0091 -0.3562 0.00 0.24 0.05 0.035
H -0.0278 0.4357 0.5215 0.37 0.42 0.05 0.038
H -1.5619 -1.9493 -0.6102 0.05 0.18 0.15 0.010
H -0.0462 -1.4092 -1.0129 0.07 0.17 0.12 0.011
```
Forces are in eV/Å.

Entry from the OMol25 dataset: a gas-phase ion, C4H6NO4S (charge -1) in a non-equilibrium geometry (ωB97M-V with the def2-TZVPD basis set).

Summary:
- E_HOMO: -4.1 eV
- Relative energy (zero: lowest compared OMol25 entry of this formula, charge and spin): 233.7 kJ/mol
- Charge: -1
- Structure (SMILES): CN1CC=[S@@](=O)([O-])OC1=O

Geometry as XYZ:
```
16
Properties=species:S:1:pos:R:3:forces:R:3:lowdin_charge:R:1
C 1.4345 1.7997 -0.0537 -1.87 -5.13 0.88 -0.608
C 0.6042 -0.6845 0.1918 0.63 -0.94 -0.34 -0.274
C 1.7792 -1.2770 -0.6984 0.59 2.06 1.37 -0.292
C -0.7360 1.2934 -0.5918 -2.82 -2.24 0.69 -0.115
N 0.4036 0.7701 0.0106 2.59 1.32 0.89 -0.121
O 2.6244 1.2898 -0.1520 2.69 -0.49 -0.16 -0.083
O 1.1721 2.9504 0.0031 0.22 2.24 -0.20 0.101
O 3.4243 -0.5216 1.4211 -1.31 0.43 -1.13 -0.374
O 4.3931 -0.4938 -0.7439 -1.42 0.61 -0.47 -0.355
S 3.1320 -0.3887 -0.0226 1.81 -0.88 1.19 0.654
H -0.2327 -1.2947 -0.2147 -0.09 1.04 0.48 0.098
H 0.7214 -0.9473 1.2942 -0.23 0.54 -1.10 0.108
H 2.0745 -2.2496 -0.2822 -0.26 -0.23 -0.17 0.025
H -0.6287 2.3179 -0.7177 0.10 1.65 -0.55 0.050
H -0.8374 0.7457 -1.5193 -0.86 0.14 -0.63 0.089
H -1.6267 1.1654 0.0797 0.23 -0.12 -0.74 0.097
```
Forces are in eV/Å.

Entry from the OMol25 dataset: C4H6NOP in the gas phase in a non-equilibrium geometry (ωB97M-V with the def2-TZVPD basis set).

Summary:
- E_HOMO (spin up / spin down): -8.7 / -8.3 eV
- Relative energy (zero: lowest compared OMol25 entry of this formula, charge and spin): 551.9 kJ/mol
- Charge: 0

Geometry as XYZ:
```
13
Properties=species:S:1:pos:R:3:forces:R:3:lowdin_charge:R:1
C -1.1428 -0.1411 -0.1633 0.82 -0.99 -0.08 -0.225
C -1.3219 -1.4370 -0.3872 0.29 0.55 -0.34 0.118
C 0.1612 0.6821 -0.1167 -0.59 0.99 0.59 -0.316
C 1.4702 -0.0031 -0.0314 1.99 -2.54 -2.36 -0.413
N 0.7579 -1.9174 -1.8111 -2.12 -3.41 -1.19 -0.498
O 0.4957 -2.8863 -2.5516 0.10 1.68 1.13 -0.116
P 1.9796 -0.9630 -1.7066 1.61 2.51 1.50 0.931
H -1.8335 0.6030 0.1914 -1.45 -0.36 -0.05 0.080
H -1.9224 -2.3821 -0.5440 0.78 1.78 0.35 0.071
H 0.0756 1.6142 -0.8175 0.43 -1.86 1.00 0.146
H 0.1731 1.0808 0.9034 -0.81 0.65 -0.02 0.099
H 2.3112 0.6339 0.2319 -0.06 0.46 -0.41 0.053
H 1.6095 -0.8415 0.6856 -1.00 0.53 -0.13 0.072
```
Forces are in eV/Å.

> Number 7 is which compound?

C4H6NO3

Copy entry 6 word for word.
Entry from the OMol25 dataset: a gas-phase ion, C4H6NO3 (charge -1) in a non-equilibrium geometry (ωB97M-V with the def2-TZVPD basis set).

Summary:
- E_HOMO: -4.0 eV
- Relative energy (zero: lowest compared OMol25 entry of this formula, charge and spin): 122.7 kJ/mol
- Charge: -1
- Structure (SMILES): O=CCCNC(=O)[O-]

Geometry as XYZ:
```
14
Properties=species:S:1:pos:R:3:forces:R:3:lowdin_charge:R:1
C -0.7389 -0.0799 1.2416 0.14 0.58 0.42 -0.270
C -1.1645 1.1116 0.3751 0.44 0.53 -0.01 -0.156
C -1.2640 0.8214 -1.1007 -0.07 0.19 0.19 -0.265
O -1.6816 1.6320 -1.8943 -0.05 -0.18 -0.14 0.011
N 0.6854 -0.2636 1.3785 0.96 -0.73 -0.42 -0.016
C 1.2757 -0.9551 0.1604 -0.84 0.48 0.66 -0.797
O 1.7917 -0.1650 -0.6523 0.44 -0.08 -0.17 -0.079
O 1.0868 -2.1741 0.1336 0.04 -0.22 -0.31 -0.062
H -1.1669 0.0597 2.2390 -0.22 -0.10 0.01 0.092
H -1.1281 -1.0039 0.8225 -0.18 -0.21 0.07 0.107
H -2.0579 1.6368 0.7345 -0.26 -0.41 -0.21 0.107
H -0.4105 1.9137 0.4443 0.09 -0.30 -0.01 0.121
H -0.9137 -0.1812 -1.4163 -0.02 0.11 -0.06 0.126
H 1.2140 0.5977 1.4380 -0.48 0.33 -0.03 0.080
```
Forces are in eV/Å.